No. 1
Here is a cluster of 2 separate species, C4H6N4 in total at a distorted geometry from OMol25. Energies are from ωB97M-V with the def2-TZVPD basis set.

Bonds (Å) are listed after each position.
Atoms and positions in Å:
1 C -0.96330 1.77910 0.09929  C7 1.464, H12 1.089, H13 1.089, H14 1.100
2 C -0.39472 -1.59593 0.03576  N5 1.227, N6 1.216
3 C 1.48745 -0.11328 -0.20201  N4 1.321, N5 1.315
4 N 2.79867 -0.27430 -0.20156  C3 1.321, H9 1.006, H10 1.018
5 N 0.76376 -1.19993 -0.04726  C2 1.227, C3 1.315
6 N -1.20407 -2.50081 0.10745  C2 1.216, H11 1.009
7 C -1.91419 0.66589 0.06734  C1 1.464, N8 1.150
8 N -2.86474 0.01826 0.05505  C7 1.150
9 H 3.39069 0.53657 -0.26695  N4 1.006
10 H 3.26014 -1.18111 -0.18148  N4 1.018
11 H -2.19118 -2.29733 0.15394  N6 1.009
12 H -1.04902 2.37218 -0.80952  C1 1.089
13 H -1.18553 2.38230 0.97817  C1 1.089
14 H 0.06603 1.40839 0.21179  C1 1.100

The calculation puts the energy above the lowest of the compared OMol25 structures with the same formula, charge and spin at 3.058 eV. The value obtained for the energy is -374.94900 Eh. The maximum force comes out at 2.1 eV/Å. As for the molar mass: 110.120 g mol⁻¹. The multiplicity is 1.

These are the Mulliken partial charges, in e, on atoms 1 to 4: C -0.452; C 0.383; C -0.401; N -0.239


No. 2
Here is the molecule C4H6N4 at a distorted geometry from OMol25. Energies are from ωB97M-V with the def2-TZVPD basis set.

Bonds (Å) are listed after each position.
Atoms and positions in Å:
1 C -1.17161 -0.18316 0.39863  C4 1.536, N11 1.261, N12 1.390
2 C 0.99596 0.66854 0.23633  N12 1.404, N13 1.266, N14 1.435
3 C 0.56387 -1.24051 -1.13869  C4 1.503, H8 1.109, H9 1.088, N14 1.458
4 C -0.68364 -0.40864 -1.04073  C1 1.536, C3 1.503, H10 1.090, N14 1.433
5 H -2.89702 -0.74165 0.12325  N11 1.040
6 H -0.13059 0.46428 2.05213  N12 0.987
7 H 2.08836 1.51615 1.50366  N13 1.048
8 H 0.97821 -1.75968 -0.25104  C3 1.109
9 H 0.80552 -1.67334 -2.10702  C3 1.088
10 H -1.34198 -0.45800 -1.90798  C4 1.090
11 N -2.30544 -0.39830 0.90701  C1 1.261, H5 1.040
12 N -0.05925 0.29251 1.08318  C1 1.390, C2 1.404, H6 0.987
13 N 2.08293 1.26670 0.48621  C2 1.266, H7 1.048
14 N 0.60605 0.21550 -1.06872  C2 1.435, C3 1.458, C4 1.433

The calculation puts the energy above the lowest of the compared OMol25 structures with the same formula, charge and spin at 1.597 eV. The value obtained for the energy is -375.00269 Eh. As for the SMILES: [H]/N=C1/N/C(=N\[H])N2C[C@@H]12. The maximum force comes out at 2.3 eV/Å. As for the molar mass: 110.120 g mol⁻¹. The multiplicity is 1.

These are the Mulliken partial charges, in e, on atoms 1 to 4: C 0.499; C 0.536; C -0.405; C -0.022


No. 3
Here is the molecule C4H6N4 at a distorted geometry from OMol25. Energies are from ωB97M-V with the def2-TZVPD basis set.

Bonds (Å) are listed after each position.
Atoms and positions in Å:
1 C -1.73229 -1.05899 0.21552  C4 1.499, H12 1.090, H13 1.086, H14 1.090
2 N 1.17880 -0.78090 -0.09384  C3 1.353, N6 1.357, H9 1.008
3 C 0.37968 0.30981 -0.04008  N2 1.353, C4 1.468, N7 1.333
4 C -1.07883 0.28633 0.12268  C1 1.499, C3 1.468, N8 1.262
5 C 2.33686 0.96547 -0.30499  N6 1.322, N7 1.336, H11 1.071
6 N 2.39518 -0.33994 -0.50241  N2 1.357, C5 1.322
7 N 1.12654 1.41015 0.04591  C3 1.333, C5 1.336
8 N -1.77798 1.32937 0.25132  C4 1.262, H10 1.017
9 H 0.91980 -1.74760 -0.21778  N2 1.008
10 H -1.24022 2.19261 0.24163  N8 1.017
11 H 3.18695 1.60267 -0.43986  C5 1.071
12 H -1.54770 -1.63040 -0.69366  C1 1.090
13 H -2.80142 -0.92086 0.34823  C1 1.086
14 H -1.34537 -1.61772 1.06733  C1 1.090

The calculation puts the energy above the lowest of the compared OMol25 structures with the same formula, charge and spin at 0.954 eV. The value obtained for the energy is -375.02632 Eh. As for the SMILES: [H]/N=C(/C)c1ncn[nH]1. The maximum force comes out at 2.5 eV/Å. As for the molar mass: 110.120 g mol⁻¹. The multiplicity is 1.

These are the Mulliken partial charges, in e, on atoms 1 to 4: C -1.383; N 0.212; C 0.530; C 0.683


No. 4
Here is the molecule C4H6N4 at a distorted geometry from OMol25. Energies are from ωB97M-V with the def2-TZVPD basis set.

Bonds (Å) are listed after each position.
Atoms and positions in Å:
1 C 1.31851 -0.17419 -0.05001  C2 1.525, N11 1.416, N12 1.309
2 C -0.09348 -0.75106 -0.06092  C1 1.525, C3 1.377, H8 1.100
3 C -1.24703 0.00130 -0.03374  C2 1.377, C4 1.447, N13 1.376
4 C -2.52800 -0.67120 -0.05333  C3 1.447, N14 1.189
5 H 2.44909 -1.53731 1.01978  N11 1.033
6 H 3.39113 -0.64725 -0.03852  N11 1.044
7 H 0.91976 1.44549 -1.09128  N12 0.989
8 H -0.32512 -1.77682 -0.38435  C2 1.100
9 H -0.58399 1.91105 0.41738  N13 0.952
10 H -2.37970 1.75356 0.82655  N13 1.240
11 N 2.43335 -1.03068 0.11999  C1 1.416, H5 1.033, H6 1.044
12 N 1.64173 0.95687 -0.62339  C1 1.309, H7 0.989
13 N -1.33038 1.32777 0.32184  C3 1.376, H9 0.952, H10 1.240
14 N -3.66587 -0.80750 -0.37001  C4 1.189

The calculation puts the energy above the lowest of the compared OMol25 structures with the same formula, charge and spin at 2.805 eV. The value obtained for the energy is -374.95827 Eh. As for the SMILES: [H]/N=C(N)\C=C(/N)C#N. The maximum force comes out at 7.4 eV/Å. As for the molar mass: 110.120 g mol⁻¹. The multiplicity is 1.

These are the Mulliken partial charges, in e, on atoms 1 to 4: C 0.435; C -0.563; C 0.780; C -0.073


No. 5
Here is the molecule C4H6N4 at a distorted geometry from OMol25. Energies are from ωB97M-V with the def2-TZVPD basis set.

Bonds (Å) are listed after each position.
Atoms and positions in Å:
1 C -2.09166 0.38837 0.17519  H6 1.003, N11 1.449, N12 1.347
2 C 0.28693 -0.23304 0.32923  C4 1.480, N12 1.331, N13 1.391
3 C 2.62160 -0.62116 -0.12593  H8 1.184, N13 1.574, N14 1.320
4 C 0.95801 1.06321 0.08732  C2 1.480, H9 1.163, H10 0.988, N14 1.562
5 H -3.13797 -1.20704 -0.43671  N11 1.061
6 H -1.91427 1.35323 0.38317  C1 1.003
7 H -1.27890 -1.37422 -0.14125  N12 1.032
8 H 3.47110 -1.43078 -0.28323  C3 1.184
9 H 1.08741 1.73851 1.02566  C4 1.163
10 H 0.71430 1.50910 -0.76031  C4 0.988
11 N -3.33189 -0.16952 -0.32607  C1 1.449, H5 1.061
12 N -1.02136 -0.42966 0.18438  C1 1.347, C2 1.331, H7 1.032
13 N 1.21832 -1.25753 0.19428  C2 1.391, C3 1.574
14 N 2.41836 0.67051 -0.30573  C3 1.320, C4 1.562

The calculation puts the energy above the lowest of the compared OMol25 structures with the same formula, charge and spin at 4.266 eV. The value obtained for the energy is -374.90458 Eh. As for the SMILES: [H]/N=C\NC1=NC=NC1. The maximum force comes out at 9.6 eV/Å. As for the molar mass: 110.120 g mol⁻¹. The multiplicity is 1.

These are the Mulliken partial charges, in e, on atoms 1 to 4: C 0.018; C 0.601; C 0.102; C -0.516


No. 6
Here is the molecule C4H6N4 at a distorted geometry from OMol25. Energies are from ωB97M-V with the def2-TZVPD basis set.

Bonds (Å) are listed after each position.
Atoms and positions in Å:
1 C 1.48154 0.00393 2.27914  H5 1.203, H6 1.135, H7 1.172, N11 1.461
2 C 0.55028 -0.23446 0.20869  C3 1.543, N11 1.238, N14 1.507
3 C 0.62350 -0.52796 -1.30484  C2 1.543, C4 1.410, H8 1.118
4 C -0.56218 -0.24707 -2.01380  C3 1.410, H9 1.260, N12 1.422
5 H 0.72317 0.92517 2.12573  C1 1.203
6 H 2.43056 0.30050 2.82621  C1 1.135
7 H 0.90069 -0.75690 2.95568  C1 1.172
8 H 1.67878 -0.59958 -1.66728  C3 1.118
9 H -0.38339 0.13023 -3.20214  C4 1.260
10 H -2.37479 0.47541 -1.52565  N12 1.015
11 N 1.57382 -0.41353 0.88260  C1 1.461, C2 1.238
12 N -1.61751 -0.03659 -1.08443  C4 1.422, H10 1.015, N13 1.234
13 N -1.63161 0.56965 -0.00974  N12 1.234, N14 1.307
14 N -0.54383 0.67453 0.70762  C2 1.507, N13 1.307

The calculation puts the energy above the lowest of the compared OMol25 structures with the same formula, charge and spin at 5.856 eV. The value obtained for the energy is -374.84617 Eh. As for the SMILES: C/N=c1/cc[nH]nn1. The maximum force comes out at 9.2 eV/Å. As for the molar mass: 110.120 g mol⁻¹. The multiplicity is 1.

These are the Mulliken partial charges, in e, on atoms 1 to 4: C -0.647; C 0.427; C -0.350; C -0.095


No. 7
Here is a cluster of 3 separate species, C4H6N4 in total at a distorted geometry from OMol25. Energies are from ωB97M-V with the def2-TZVPD basis set.

Bonds (Å) are listed after each position.
Atoms and positions in Å:
1 C -1.88189 -0.86027 0.16068  C3 1.352, N5 1.164
2 C 0.79083 1.38585 -0.35879  N6 1.321, N8 1.401, H9 1.028
3 C -1.01003 0.16410 0.02582  C1 1.352, N7 1.333, N8 1.373
4 C 1.05531 -1.07885 -0.72626  N8 1.468, H12 1.054, H13 1.060, H14 1.055
5 N -2.59641 -1.77567 0.08164  C1 1.164
6 N -0.21048 2.21850 -0.13854  C2 1.321, N7 1.346
7 N -1.31549 1.46060 -0.01107  C3 1.333, N6 1.346
8 N 0.34876 0.07291 -0.15121  C2 1.401, C3 1.373, C4 1.468
9 H 1.77386 1.64070 -0.52095  C2 1.028
10 H -0.21486 0.01660 2.13786  no bonds
11 H -0.44294 0.85224 2.10934  no bonds
12 H 1.10652 -1.93235 -0.10967  C4 1.054
13 H 0.60251 -1.52327 -1.57549  C4 1.060
14 H 1.99431 -0.64110 -0.92335  C4 1.055

The calculation puts the energy above the lowest of the compared OMol25 structures with the same formula, charge and spin at 3.515 eV. The value obtained for the energy is -374.93219 Eh. The maximum force comes out at 5.9 eV/Å. As for the molar mass: 110.120 g mol⁻¹. The multiplicity is 1.

These are the Mulliken partial charges, in e, on atoms 1 to 4: C 0.380; C -0.033; C 0.107; C -0.865


No. 8
Here is the molecule C4H6N4 at a distorted geometry from OMol25. Energies are from ωB97M-V with the def2-TZVPD basis set.

Bonds (Å) are listed after each position.
Atoms and positions in Å:
1 C 1.04635 -0.07095 -0.00350  C2 1.332, C4 1.496, N11 1.357
2 C 0.57483 -1.31684 -0.01333  C1 1.332, H7 1.095, N12 1.373
3 C -1.34063 -0.03828 -0.04499  C4 1.495, N12 1.451, N13 1.273
4 C -0.13558 0.84585 -0.00717  C1 1.496, C3 1.495, N14 1.251
5 H 2.44366 1.33893 -0.24441  N11 1.022
6 H 3.00188 -0.23295 -0.19996  N11 1.023
7 H 1.17798 -2.23006 -0.03656  C2 1.095
8 H -1.21599 -2.08174 0.43362  N12 1.007
9 H -3.31443 -0.15991 0.08972  N13 1.024
10 H -1.11749 2.35016 -0.02430  N14 1.021
11 N 2.30176 0.41557 0.16930  C1 1.357, H5 1.022, H6 1.023
12 N -0.79019 -1.37665 -0.14603  C2 1.373, C3 1.451, H8 1.007
13 N -2.50157 0.46255 0.10652  C3 1.273, H9 1.024
14 N -0.13059 2.09431 -0.07890  C4 1.251, H10 1.021

The calculation puts the energy above the lowest of the compared OMol25 structures with the same formula, charge and spin at 1.291 eV. The value obtained for the energy is -375.01393 Eh. As for the SMILES: [H]/N=C1\NC=C(N)\C1=N\[H]. The maximum force comes out at 3.2 eV/Å. As for the molar mass: 110.120 g mol⁻¹. The multiplicity is 1.

These are the Mulliken partial charges, in e, on atoms 1 to 4: C 0.175; C -0.645; C 0.139; C 0.788


No. 9
Here is the molecule C4H6N4 at a distorted geometry from OMol25. Energies are from ωB97M-V with the def2-TZVPD basis set.

Bonds (Å) are listed after each position.
Atoms and positions in Å:
1 C -0.66389 1.57401 0.06244  C2 1.524, H5 1.117, H6 1.154, H7 1.118
2 C 0.18357 0.31374 -0.06643  C1 1.524, C4 1.435, N11 1.388
3 C 2.06679 -0.98749 -0.04222  H9 1.140, N11 1.404, N12 1.347
4 C -0.09032 -1.08893 0.06476  C2 1.435, N12 1.380, N13 1.420
5 H -1.41859 1.49755 -0.75734  C1 1.117
6 H -0.06762 2.56020 0.00610  C1 1.154
7 H -1.15419 1.48770 1.06316  C1 1.118
8 H 2.18697 1.07539 0.19869  N11 1.049
9 H 3.17437 -1.17794 -0.23621  C3 1.140
10 H -3.25400 -1.19668 -0.05229  N14 1.112
11 N 1.56698 0.31777 -0.17790  C2 1.388, C3 1.404, H8 1.049
12 N 1.05210 -1.86331 0.09377  C3 1.347, C4 1.380
13 N -1.35452 -1.73241 -0.00666  C4 1.420, N14 1.300
14 N -2.22765 -0.77960 -0.14986  H10 1.112, N13 1.300

The calculation puts the energy above the lowest of the compared OMol25 structures with the same formula, charge and spin at 2.487 eV. The value obtained for the energy is -374.96997 Eh. As for the SMILES: [H]/N=N/c1nc[nH]c1C. The maximum force comes out at 4.0 eV/Å. As for the molar mass: 110.120 g mol⁻¹. The multiplicity is 1.

These are the Mulliken partial charges, in e, on atoms 1 to 4: C -0.977; C 0.305; C -0.177; C 0.612


No. 10
Here is the molecule C4H6N4 at a distorted geometry from OMol25. Energies are from ωB97M-V with the def2-TZVPD basis set.

Bonds (Å) are listed after each position.
Atoms and positions in Å:
1 C -0.34475 -1.51855 1.23528  H6 1.082, N11 1.265, N12 1.432
2 C -0.29572 0.28761 -0.17775  C4 1.436, N12 1.379, N13 1.313
3 C -0.24980 2.36900 -0.10767  H8 1.168, N13 1.455, N14 1.260
4 C 0.70344 0.71715 -1.11558  C2 1.436, H9 1.092, H10 1.168, N14 1.440
5 H -0.24466 -3.37598 0.67478  N11 1.090
6 H -0.07486 -0.72621 1.92050  C1 1.082
7 H -0.17128 -1.62807 -0.81165  N12 1.023
8 H -0.64723 3.38482 0.31028  C3 1.168
9 H 0.62193 0.56955 -2.19452  C4 1.092
10 H 1.74496 0.33365 -0.75294  C4 1.168
11 N -0.19367 -2.73299 1.55383  C1 1.265, H5 1.090
12 N -0.61435 -1.05151 -0.09151  C1 1.432, C2 1.379, H7 1.023
13 N -0.82229 1.22162 0.57990  C2 1.313, C3 1.455
14 N 0.58828 2.14993 -1.02295  C3 1.260, C4 1.440

The calculation puts the energy above the lowest of the compared OMol25 structures with the same formula, charge and spin at 1.963 eV. The value obtained for the energy is -374.98924 Eh. As for the SMILES: [H]/N=C\NC1=NC=NC1. The maximum force comes out at 3.4 eV/Å. As for the molar mass: 110.120 g mol⁻¹. The multiplicity is 1.

These are the Mulliken partial charges, in e, on atoms 1 to 4: C 0.089; C 0.569; C -0.048; C -0.435